Entry 1:
A structure of composition C33H39N3O3P2V at a distorted geometry, computed with wB97M-V/def2-TZVPD.

```
81
Properties=species:S:1:pos:R:3:forces:R:3:mulliken_spin:R:1
V -0.3692 -0.0632 0.5476 0.82 -0.68 0.01 2.197
C 2.6805 -0.9550 4.8695 -0.22 0.04 -0.14 -0.001
N 1.3820 -0.8554 4.1743 0.24 -0.16 0.14 0.015
C 0.1983 -1.0841 5.0250 0.18 0.04 -0.16 0.000
C 1.2839 -0.6767 2.8948 -0.46 0.06 -0.28 0.015
O 0.1405 -0.6511 2.3083 -0.24 0.32 0.29 -0.029
C 2.4940 -0.4799 2.0030 0.12 -0.16 0.02 -0.002
O 2.0231 -0.2632 0.6715 -0.20 0.33 0.25 -0.028
C 2.6855 0.7702 -0.0646 0.09 -0.11 -0.09 -0.008
C 1.6308 1.7783 -0.4740 -0.53 -0.39 -0.05 0.005
O 0.4213 1.3301 -0.4451 0.03 0.63 0.02 -0.046
N 1.8907 2.9837 -0.8580 0.35 0.12 -0.21 0.012
C 3.2737 3.5054 -0.9492 -0.31 -0.12 -0.04 -0.001
C 0.8298 3.9099 -1.3012 0.15 -0.18 0.08 0.002
H 2.6311 -0.3400 5.7643 0.04 -0.02 0.03 0.000
H 2.8558 -1.9934 5.1453 0.03 0.01 0.04 0.001
H 3.4883 -0.5989 4.2391 0.04 -0.03 0.04 0.000
H 0.2880 -0.4430 5.8982 -0.05 -0.02 0.03 0.000
H -0.7020 -0.8466 4.4724 -0.03 -0.01 0.03 0.000
H 0.1935 -2.1280 5.3348 -0.04 0.00 0.04 0.000
H 3.0910 0.3640 2.3523 -0.02 0.03 0.00 0.001
H 3.1173 -1.3773 2.0284 0.02 0.01 -0.03 0.000
H 3.4891 1.2176 0.5172 -0.02 0.01 0.02 0.001
H 3.1137 0.3270 -0.9688 0.01 0.01 0.00 0.001
H 3.9872 2.6928 -1.0446 0.04 0.04 0.03 0.000
H 3.3342 4.1168 -1.8457 0.04 0.04 0.02 0.000
H 3.4839 4.1150 -0.0727 0.07 0.03 -0.02 0.000
H -0.1396 3.5246 -1.0086 -0.02 0.05 0.00 0.001
H 1.0230 4.8754 -0.8399 -0.05 0.03 -0.02 0.001
H 0.8838 3.9987 -2.3851 -0.02 0.05 0.00 0.000
C -2.7909 -2.7548 -2.0830 0.12 0.08 -0.03 -0.001
N -1.9530 -1.7840 -1.3449 -0.06 -0.13 -0.03 -0.022
P -2.5318 -0.3510 -0.6708 0.11 0.26 0.19 0.044
C -4.0941 -0.6590 0.1182 -0.09 -0.16 0.12 -0.037
C -4.1043 -1.5444 1.2032 -0.02 -0.04 0.05 0.009
C -5.2961 -1.8621 1.8260 -0.03 0.06 -0.07 0.002
C -6.4816 -1.2912 1.3698 -0.03 -0.03 0.05 -0.002
C -6.4778 -0.4123 0.2973 0.05 -0.02 0.01 0.000
C -5.2838 -0.0930 -0.3352 -0.07 0.06 -0.03 -0.001
C -2.7550 0.8815 -1.9473 -0.07 0.02 -0.09 -0.014
C -2.7446 0.5484 -3.3004 0.02 0.02 -0.04 -0.004
C -2.9776 1.5308 -4.2539 0.01 -0.02 0.03 0.002
C -3.2208 2.8383 -3.8585 0.00 0.04 0.01 -0.003
C -3.2285 3.1760 -2.5085 0.01 -0.05 -0.05 0.005
C -2.9917 2.2007 -1.5539 -0.04 0.07 0.04 0.015
P -0.4274 -2.1400 -0.7059 -0.02 -0.05 -0.20 -0.092
C -0.4850 -3.7462 0.0627 0.02 -0.13 0.15 0.002
C -0.7636 -3.8518 1.4288 -0.03 0.01 0.05 -0.008
C -0.9241 -5.0979 2.0122 0.01 -0.02 -0.03 0.000
C -0.8109 -6.2450 1.2361 0.00 0.00 -0.01 0.000
C -0.5402 -6.1496 -0.1235 -0.01 0.01 0.08 0.000
C -0.3763 -4.9057 -0.7110 0.03 -0.02 -0.10 -0.002
C 0.7899 -2.1590 -2.0219 -0.07 0.10 -0.13 -0.013
C 0.5995 -1.3029 -3.1096 0.01 0.03 -0.07 -0.002
C 1.5674 -1.2111 -4.0988 0.00 -0.03 0.03 0.003
C 2.7346 -1.9590 -3.9973 0.00 0.00 -0.01 -0.003
C 2.9352 -2.7977 -2.9076 -0.01 0.00 0.00 0.002
C 1.9676 -2.9004 -1.9188 0.04 -0.04 0.05 -0.005
H -3.7290 -2.2790 -2.3623 -0.01 -0.01 0.02 0.001
H -3.0049 -3.6160 -1.4509 -0.02 -0.02 -0.03 -0.001
H -2.2786 -3.0776 -2.9891 0.00 -0.02 0.00 -0.001
H -3.1856 -2.0065 1.5553 0.02 0.03 -0.04 -0.006
H -5.3117 -2.5499 2.6603 0.01 0.00 0.00 0.000
H -7.4157 -1.5384 1.8568 0.00 0.00 0.00 0.000
H -7.4062 0.0204 -0.0489 0.01 0.01 -0.02 0.000
H -5.2902 0.5900 -1.1752 0.03 -0.01 0.00 0.000
H -2.5656 -0.4704 -3.6213 -0.03 0.00 0.02 0.000
H -2.9831 1.2705 -5.3037 0.00 0.00 0.00 0.000
H -3.4145 3.5987 -4.6035 0.00 -0.01 0.00 0.000
H -3.4360 4.1935 -2.2049 0.01 0.00 0.00 0.000
H -3.0270 2.4702 -0.5023 0.01 -0.04 0.01 0.000
H -0.8622 -2.9649 2.0452 0.02 0.03 -0.05 0.002
H -1.1407 -5.1801 3.0689 0.00 0.00 0.00 0.000
H -0.9368 -7.2181 1.6919 0.00 0.00 0.00 0.000
H -0.4600 -7.0462 -0.7228 0.01 0.01 -0.02 0.000
H -0.1657 -4.8475 -1.7724 0.01 0.05 0.00 0.000
H -0.3106 -0.7204 -3.2019 0.03 -0.02 0.04 0.000
H 1.4035 -0.5710 -4.9555 0.01 0.00 0.00 0.000
H 3.4836 -1.9002 -4.7759 0.00 0.00 0.00 0.000
H 3.8380 -3.3896 -2.8375 0.00 0.00 -0.01 0.000
H 2.1284 -3.5735 -1.0854 -0.03 0.00 0.02 -0.001
```
Forces are in eV/Å.

Calculated values
Frontier orbital gap (alpha / beta) (hartree): 0.259 / 0.281
Spin multiplicity: 3
Lowest unoccupied orbital energy (alpha / beta) (eV): -9.3 / -8.7
Charge: +3

=====

Entry 2:
A cluster of 2 separate species, C33H39N4O in total at a distorted geometry, computed with wB97M-V/def2-TZVPD.

```
77
Properties=species:S:1:pos:R:3:forces:R:3:lowdin_charge:R:1
C 1.7510 4.2360 2.2111 -0.10 0.10 0.46 0.004
N 1.4713 3.4786 1.0119 0.52 0.02 -0.66 -0.035
C 2.2648 3.5705 -0.1025 0.68 0.96 1.04 -0.399
O 3.2319 4.3183 -0.2117 -1.23 -1.16 -0.29 0.088
C 1.7378 2.5761 -1.1193 -0.02 0.85 -0.67 -0.162
C 2.7782 1.5221 -1.4768 0.35 0.03 0.04 -0.075
C 3.2641 0.8022 -0.2462 0.23 -0.41 0.13 -0.223
C 4.3325 1.3093 0.5005 0.00 -0.02 0.12 -0.028
C 4.7413 0.6693 1.6719 -0.23 -0.14 0.00 -0.059
C 4.0699 -0.4802 2.1112 -0.05 0.00 -0.15 -0.074
C 3.0178 -1.0133 1.3526 0.13 0.19 -0.01 -0.073
C 2.6352 -0.3768 0.1673 -0.05 0.18 0.32 -0.078
N 0.5629 2.0217 -0.4563 -1.19 -2.21 -0.72 0.043
C -0.0927 0.9491 -0.9545 1.03 2.03 0.30 0.003
C -1.0289 0.2320 -0.2171 -1.27 -1.18 0.57 -0.043
C -1.7601 -0.8687 -0.6742 0.34 1.78 -0.11 0.055
C -2.9652 -1.3229 -0.0260 -1.14 -0.17 0.69 -0.204
C -3.8348 -2.2287 -0.6960 0.45 0.32 0.11 -0.013
C -4.9861 -2.7167 -0.0874 -0.09 0.07 0.25 -0.055
C -5.3448 -2.2908 1.2004 0.62 -0.03 -0.28 -0.040
C -4.5751 -1.3069 1.8349 0.40 0.16 -0.13 -0.057
C -3.4187 -0.8050 1.2320 -0.18 -0.25 -0.48 -0.004
C 0.3724 2.5399 0.9215 0.43 0.04 0.42 -0.236
C -0.9657 3.1804 1.1604 -0.28 0.68 -0.54 -0.043
C -1.4034 4.1886 0.3743 0.53 -0.94 0.67 -0.019
C -2.7060 4.8145 0.4821 -1.12 0.67 0.08 -0.224
C -3.0269 5.9188 -0.3453 0.15 -0.61 0.44 -0.031
C -4.2771 6.5234 -0.2613 -0.24 -0.19 0.31 -0.069
C -5.2279 6.0394 0.6541 0.43 -0.09 -0.15 -0.067
C -4.9246 4.9427 1.4748 0.27 0.01 -0.12 -0.070
C -3.6737 4.3301 1.3926 0.08 0.43 -0.46 -0.031
H 2.6284 4.8627 2.0217 -0.24 -0.19 -0.02 0.100
H 0.8986 4.8734 2.4856 0.21 -0.16 -0.14 0.098
H 1.9660 3.5629 3.0559 -0.03 0.13 -0.26 0.104
H 1.4472 3.1503 -2.0117 -0.02 -0.20 0.11 0.176
H 2.3386 0.8209 -2.1930 0.16 0.07 0.00 0.116
H 3.6072 2.0516 -1.9630 -0.20 -0.14 0.01 0.142
H 4.8335 2.2204 0.1647 -0.11 -0.29 0.12 0.121
H 5.5814 1.0727 2.2452 -0.34 -0.18 -0.20 0.113
H 4.3747 -0.9676 3.0411 -0.09 0.15 -0.35 0.109
H 2.4922 -1.9200 1.6743 0.29 0.36 -0.10 0.112
H 1.8235 -0.7851 -0.4401 0.28 -0.03 0.20 0.088
H 0.0574 0.7674 -2.0291 0.25 -0.24 0.60 0.166
H -1.2720 0.6073 0.7852 0.18 -0.13 -0.58 0.094
H -1.4896 -1.3375 -1.6295 -0.12 0.21 0.30 0.136
H -3.6203 -2.4695 -1.7405 0.08 -0.28 0.42 0.122
H -5.6091 -3.4444 -0.6078 0.17 0.26 0.09 0.116
H -6.2019 -2.7246 1.7138 0.14 0.18 -0.23 0.118
H -4.8721 -0.9289 2.8168 0.07 -0.10 -0.39 0.115
H -2.9145 0.0497 1.6943 -0.04 -0.60 0.01 0.105
H 0.5020 1.7256 1.6551 0.17 0.03 -0.29 0.164
H -1.5122 2.8252 2.0400 0.08 0.11 -0.48 0.110
H -0.7417 4.5821 -0.4043 -0.14 -0.22 0.09 0.130
H -2.2694 6.2777 -1.0473 -0.30 -0.04 0.19 0.115
H -4.5155 7.3702 -0.9072 0.05 -0.26 0.23 0.111
H -6.2050 6.5152 0.7247 0.24 -0.12 -0.03 0.108
H -5.6617 4.5568 2.1814 0.18 0.19 -0.24 0.108
H -3.4241 3.4687 2.0182 -0.30 0.35 -0.18 0.099
N 2.5774 -2.8300 -1.9761 0.32 0.30 -0.23 -0.011
C 2.9488 -4.2088 -2.3283 0.00 -0.50 0.21 -0.235
C 2.2959 -5.1097 -1.2768 1.22 -0.02 0.23 -0.397
C 2.5361 -6.6373 -1.4088 -0.22 0.62 -0.20 -0.126
C 1.2090 -7.2555 -0.9409 -0.15 0.23 0.30 -0.159
C 0.1384 -6.1409 -1.0821 -0.37 -0.68 -0.21 -0.223
N 0.8972 -4.9427 -1.2453 -0.78 0.18 -0.11 -0.049
H 3.0900 -2.5730 -1.1302 -0.14 0.02 -0.30 0.049
H 2.8751 -2.1872 -2.7101 0.03 -0.15 0.25 0.068
H 2.5635 -4.4525 -3.3328 0.12 0.09 0.36 0.122
H 4.0398 -4.3854 -2.2983 -0.27 0.11 -0.20 0.117
H 2.7497 -4.7993 -0.3105 0.08 0.01 -0.06 0.131
H 2.7472 -6.9104 -2.4526 0.02 0.10 0.25 0.114
H 3.3764 -6.9304 -0.7708 -0.12 -0.10 -0.32 0.111
H 0.9491 -8.1366 -1.5308 -0.01 0.02 0.26 0.104
H 1.2774 -7.5232 0.1191 0.03 -0.18 -0.24 0.106
H -0.5069 -6.3555 -1.9515 0.05 0.10 0.16 0.103
H -0.5132 -6.1176 -0.1928 0.11 -0.05 -0.17 0.102
H 0.4885 -4.0403 -1.4033 0.09 -0.10 -0.03 0.096
```
Forces are in eV/Å.

Calculated values
Frontier orbital gap (hartree): 0.179
Lowest unoccupied orbital energy (eV): -4.9
Charge: +1

=====

Entry 3:
A structure of composition C33H39N7Pb, computed with wB97M-V/def2-TZVPD.

```
80
Properties=species:S:1:pos:R:3:forces:R:3:lowdin_charge:R:1
Pb -0.7086 -1.2725 -0.6455 0.09 0.00 -0.21 1.468
C 4.0806 4.2827 0.0644 -0.02 -0.02 0.02 -0.045
C 3.9743 3.4163 -1.1896 -0.01 -0.01 0.00 -0.552
C 3.6366 4.3096 -2.3974 0.02 0.01 0.01 -0.018
C 5.3168 2.7014 -1.4294 0.01 0.02 -0.01 -0.018
C 2.8948 2.3607 -1.0667 0.00 0.00 -0.02 -0.098
C 2.6386 1.4742 -2.1208 0.01 -0.01 -0.01 0.034
C 1.6603 0.5240 -1.9935 -0.01 0.01 -0.02 -0.116
N 0.9043 0.3861 -0.8858 -0.03 0.01 0.12 -0.074
C 1.1294 1.2280 0.1508 0.03 0.00 -0.03 -0.180
C 2.1078 2.2023 0.0748 -0.01 0.00 -0.01 0.089
C 0.2926 1.0452 1.3700 -0.01 0.01 0.04 -0.198
C 0.3722 1.8866 2.4640 0.00 0.00 0.01 0.089
C -0.4117 1.6662 3.6003 -0.02 -0.02 0.00 -0.099
C -1.2747 0.5649 3.5579 -0.01 0.01 0.00 0.033
C -1.3163 -0.2283 2.4382 -0.01 -0.03 0.00 -0.115
N -0.5519 -0.0025 1.3559 0.10 0.06 -0.05 -0.116
C -0.3551 2.5549 4.8272 0.01 0.01 -0.01 -0.552
C 0.6927 3.6591 4.6924 0.01 0.00 -0.04 -0.046
C -0.0146 1.6796 6.0468 -0.01 0.02 0.01 -0.020
C -1.7435 3.1933 5.0149 0.00 0.00 0.02 -0.019
H 4.8672 5.0215 -0.0793 0.00 0.00 0.00 0.105
H 4.3487 3.6979 0.9473 0.01 0.00 0.00 0.097
H 3.1574 4.8318 0.2637 0.00 0.00 0.00 0.097
H 4.3762 5.1068 -2.4647 0.01 -0.01 -0.01 0.106
H 2.6546 4.7733 -2.2917 0.00 0.01 0.01 0.099
H 3.6664 3.7582 -3.3379 -0.02 0.00 0.00 0.085
H 6.1116 3.4456 -1.4684 0.00 0.00 -0.01 0.106
H 5.3305 2.1603 -2.3764 0.00 -0.02 0.01 0.085
H 5.5504 2.0051 -0.6224 0.00 0.01 0.01 0.099
H 3.2061 1.5270 -3.0391 0.00 0.00 0.00 0.130
H 1.4515 -0.1660 -2.7983 0.00 0.00 -0.01 0.087
H 2.2755 2.8537 0.9165 0.00 0.00 0.01 0.109
H 1.0455 2.7278 2.4536 0.01 0.00 -0.01 0.108
H -1.9104 0.3276 4.3989 0.00 -0.01 0.00 0.130
H -1.9724 -1.0907 2.3917 -0.01 0.00 0.00 0.104
H 1.6998 3.2559 4.5627 0.00 0.00 0.01 0.097
H 0.7012 4.2548 5.6036 0.00 0.00 0.00 0.104
H 0.4691 4.3405 3.8682 0.00 0.00 0.00 0.095
H 0.9160 1.1292 5.9002 0.01 0.01 0.00 0.100
H -0.8089 0.9692 6.2782 0.01 -0.02 -0.01 0.085
H 0.1105 2.3207 6.9186 -0.02 0.00 0.01 0.105
H -2.0399 3.7744 4.1401 0.01 0.01 0.00 0.098
H -1.7109 3.8679 5.8699 -0.01 -0.01 0.01 0.106
H -2.5124 2.4463 5.2162 0.00 0.00 -0.01 0.085
N 0.3483 -2.5773 -4.4201 -0.05 -0.04 0.02 0.223
C -0.5924 -1.5767 -4.4993 0.05 0.02 -0.03 -0.252
C -1.0698 -1.3070 -5.7979 0.01 -0.02 0.00 0.077
C -1.9783 -0.2813 -5.9836 -0.01 0.02 0.02 0.025
C -2.3716 0.4447 -4.8736 0.00 0.00 -0.04 0.039
C -1.8480 0.0969 -3.6205 0.00 -0.03 0.03 -0.098
N -0.9894 -0.8906 -3.4108 0.05 0.04 0.03 0.023
C 1.1386 -3.1492 -3.4440 0.04 0.01 -0.02 -0.251
C 2.0354 -4.1299 -3.9078 -0.02 0.02 -0.01 0.074
C 2.9039 -4.7299 -3.0139 0.00 0.01 0.03 0.025
C 2.8547 -4.3263 -1.6917 0.02 -0.02 -0.03 0.036
C 1.9221 -3.3504 -1.3219 -0.03 0.03 0.00 -0.102
N 1.0675 -2.7686 -2.1546 0.02 0.07 0.02 0.019
H 0.5400 -2.9803 -5.3328 -0.02 -0.02 0.00 0.165
H -0.7201 -1.8900 -6.6418 -0.01 -0.01 0.00 0.145
H -2.3586 -0.0545 -6.9707 0.00 0.01 0.00 0.147
H -3.0698 1.2669 -4.9517 0.00 0.00 -0.01 0.141
H -2.1547 0.6703 -2.7513 0.00 -0.01 0.01 0.117
H 2.0523 -4.4052 -4.9558 0.00 0.00 0.00 0.145
H 3.6022 -5.4857 -3.3482 0.01 0.00 0.00 0.147
H 3.5147 -4.7463 -0.9449 0.01 -0.01 0.00 0.141
H 1.8854 -3.0331 -0.2842 -0.01 0.00 0.00 0.116
N -7.0439 -5.2691 2.2931 -0.01 0.00 -0.02 0.322
C -6.0186 -4.6325 1.7573 0.00 0.00 0.01 -0.221
C -5.9925 -3.2060 1.6915 -0.01 0.00 0.00 0.074
C -4.8897 -2.6077 1.1334 -0.02 -0.02 -0.02 -0.098
N -3.8325 -3.2850 0.6419 -0.21 -0.07 0.16 0.087
C -3.8635 -4.6293 0.6959 0.01 -0.02 0.00 -0.092
C -4.9038 -5.3520 1.2304 0.01 -0.01 -0.01 0.077
H -7.8458 -4.7714 2.6703 0.00 0.00 0.00 0.173
H -7.0753 -6.2835 2.3478 0.00 0.00 0.00 0.174
H -6.8198 -2.6185 2.0686 0.00 0.00 0.01 0.143
H -4.8458 -1.5282 1.0694 0.01 0.00 0.00 0.122
H -3.0068 -5.1498 0.2890 0.01 0.00 0.00 0.124
H -4.8821 -6.4341 1.2523 0.01 0.00 0.00 0.143
```
Forces are in eV/Å.

Calculated values
Frontier orbital gap (alpha / beta) (hartree): 0.176 / 0.198
Lowest unoccupied orbital energy (alpha / beta) (eV): -13.9 / -13.3
Charge: +4